The following is a DFT calculation (ωB97M-V/def2-TZVPD) of 12 unconnected molecules or ions with the total composition C24H76N20O12.

Computed properties:
- frontier orbital gap (eV) = 9.15
- HOMO energy (eV) = -9.10
- relative energy (zero: lowest compared OMol25 entry of this formula, charge and spin) (kJ/mol) = 881.9

```
! RIJCOSX wB97M-V def2-TZVPD def2/J DEFGRID3
* xyz 0 1
C 2.18768 10.54793 1.07469
O 2.03100 9.64287 0.02237
C 0.93975 10.00512 -0.82601
C -0.48741 9.87062 -0.17044
C -0.69134 8.45928 0.40804
N -1.49069 10.06471 -1.17402
H 2.92954 10.12279 1.75070
H 1.30803 10.79808 1.66777
H 2.58234 11.45456 0.61603
H 1.07646 11.02262 -1.19220
H 1.06381 9.36418 -1.69888
H -0.59266 10.64251 0.59193
H 0.11110 8.17335 1.08806
H -0.55769 7.67527 -0.33732
H -1.69286 8.37702 0.83030
H -1.20604 9.68061 -2.06370
H -1.64999 11.04311 -1.36755
C -3.08224 -6.31739 7.45076
O -2.50504 -6.16973 6.21596
C -2.90571 -7.04809 5.28362
C -2.06891 -6.82180 3.87679
C -2.44245 -7.83939 2.72883
N -0.61820 -6.94471 3.98397
H -2.65759 -5.50941 8.04653
H -2.76071 -7.22588 7.96004
H -4.16544 -6.24591 7.54903
H -2.79916 -8.09400 5.57140
H -3.95238 -6.88029 5.02979
H -2.20759 -5.78365 3.57493
H -1.84930 -7.79720 1.81533
H -3.51588 -7.82125 2.54037
H -2.04431 -8.79425 3.07211
H -0.30009 -7.21281 3.06363
H -0.51397 -7.77553 4.54875
C -2.73908 2.02237 6.70557
O -1.36233 2.31365 6.63859
C -1.17018 3.64719 6.29390
C 0.35107 3.96373 6.24560
C 1.16144 3.25325 5.11835
N 1.13521 3.71240 7.45033
H -3.22279 2.57265 7.51261
H -2.84890 0.99965 7.06623
H -3.28699 2.10156 5.76662
H -1.53754 3.78707 5.27725
H -1.60633 4.36982 6.98360
H 0.42538 5.04829 6.16620
H 1.17828 2.21377 5.44594
H 2.14594 3.71757 5.06118
H 0.55921 3.38418 4.21931
H 1.10793 2.71599 7.61322
H 0.66083 3.99025 8.29759
C 0.57015 -9.43239 -7.44910
O -0.00052 -9.11077 -6.19671
C 0.93863 -8.53324 -5.25147
C 1.16644 -7.10170 -5.54331
C 2.30202 -6.44222 -4.80482
N -0.03252 -6.26223 -5.39004
H 1.47501 -10.03400 -7.36318
H 0.89769 -8.53282 -7.97024
H -0.21880 -9.97440 -7.97054
H 0.48742 -8.68283 -4.27058
H 1.83886 -9.13974 -5.15224
H 1.42845 -7.07393 -6.60099
H 1.93409 -6.09703 -3.83861
H 2.74268 -5.62362 -5.37387
H 3.18246 -7.08294 -4.75570
H 0.11089 -5.44295 -5.96303
H -0.80402 -6.75866 -5.81247
N -4.07303 4.12814 -5.19139
C -3.10230 4.74732 -5.75233
N -3.38143 5.21951 -6.92365
O -2.08221 5.02487 -5.20067
H -5.02092 4.42172 -5.37960
H -3.80277 3.82727 -4.26590
H -2.77794 5.93673 -7.29981
H -4.24662 4.95113 -7.37033
N 2.97358 0.07661 -8.44442
C 2.26918 -0.65131 -7.64206
N 2.47856 -0.31598 -6.42469
O 1.56866 -1.55404 -8.03091
H 2.97053 -0.05764 -9.44546
H 3.67469 0.73060 -8.12686
H 2.22014 -0.72132 -5.53642
H 3.12680 0.45198 -6.32410
N 4.61783 4.53052 -3.87175
C 5.70127 4.25641 -4.60415
N 6.78596 4.16610 -3.91280
O 5.57385 3.83733 -5.74026
H 4.72284 5.18659 -3.11106
H 3.75051 4.49478 -4.38807
H 7.62703 4.12251 -4.47030
H 6.72978 4.48717 -2.95684
N 6.52538 1.13095 1.40528
C 7.29927 0.32900 2.00130
N 6.77257 -0.86068 1.89342
O 8.41433 0.50110 2.43003
H 6.85192 2.04771 1.13506
H 5.69879 0.73238 0.98339
H 5.91191 -1.00907 1.38612
H 7.05066 -1.72430 2.33719
N 0.45751 0.93078 -0.51097
C 0.99869 -0.19603 -0.06058
N 0.23281 -0.95855 0.68378
O 2.07026 -0.55394 -0.51104
H -0.53333 1.11802 -0.45384
H 1.03417 1.49263 -1.12081
H -0.23792 -0.46111 1.42611
H 0.65795 -1.85504 0.87261
N -7.07662 3.81221 1.13212
C -6.52583 2.72554 0.72678
N -7.41556 1.79174 0.71588
O -5.40650 2.75339 0.20217
H -7.82928 3.75472 1.80317
H -6.73159 4.70303 0.80428
H -7.16163 0.96463 0.19481
H -8.38266 1.89971 0.98635
N -4.08385 -4.18938 -2.15856
C -5.36352 -4.53106 -2.21013
N -5.52818 -5.10915 -3.38372
O -6.19219 -4.21108 -1.36930
H -3.77194 -3.46510 -1.52751
H -3.42014 -4.82577 -2.57640
H -4.79417 -5.35555 -4.03228
H -6.39780 -5.54253 -3.65949
N 3.70588 -4.01543 5.98165
C 3.39541 -2.97814 6.71187
N 2.06799 -2.78269 6.63534
O 4.15465 -2.24284 7.28609
H 4.56674 -4.54278 5.95097
H 2.93424 -4.43596 5.48381
H 1.92918 -1.78238 6.62122
H 1.37597 -3.50779 6.51107
*
```

***

The following is a DFT calculation (ωB97M-V/def2-TZVPD) of C7H13NO in the gas phase.

Computed properties:
- frontier orbital gap (eV) = 9.36
- HOMO energy (eV) = -8.60
- relative energy (zero: lowest compared OMol25 entry of this formula, charge and spin) (kJ/mol) = 293.3

```
! RIJCOSX wB97M-V def2-TZVPD def2/J DEFGRID3
* xyz 0 1
C 1.26796 -1.22173 -2.17871
C 0.21129 -1.64059 -1.43115
C -0.69350 -0.82570 -0.47530
C -2.16665 -1.16885 -0.53561
C -0.09865 0.13690 0.28021
C 1.24944 0.12976 0.90348
N 2.11062 1.05987 0.11562
C -0.84496 1.46167 0.73308
O -0.97284 1.55888 2.11686
H 1.77735 -1.82514 -2.99673
H 1.61410 -0.19975 -2.16548
H 0.05886 -2.66624 -1.42205
H -2.66503 -1.23803 -1.50134
H -2.22578 -2.16749 -0.07190
H -2.84916 -0.56990 0.11290
H 1.09995 0.42545 1.95918
H 1.70923 -0.83817 0.80432
H 2.94972 1.28807 0.67372
H 1.59372 1.94361 0.11311
H -1.84163 1.58893 0.17297
H -0.41477 2.40637 0.43968
H -1.34771 0.73334 2.36142
*
```

***

The following is a DFT calculation (ωB97M-V/def2-TZVPD) of a molecular structure, C18H22BBaF6O18.

Computed properties:
- frontier orbital gap (spin up / spin down) (eV) = 8.16 / 2.51
- HOMO energy (spin up / spin down) (eV) = -14.70 / -14.70

```
! RIJCOSX wB97M-V def2-TZVPD def2/J DEFGRID3
* xyz 2 2
Ba -12.68473 17.85605 1.15920
B -10.13162 18.78715 1.53123
H -10.42944 18.77635 0.49421
H -10.14725 17.78284 1.92538
H -9.14189 19.19577 1.66431
H -10.90886 19.33004 2.04640
C -10.90930 18.10131 -4.31338
C -11.83413 16.96567 -4.54488
O -11.65619 16.23416 -3.37380
C -11.32906 17.06239 -2.35080
O -11.39383 16.72597 -1.17677
O -10.89737 18.26516 -2.88144
F -11.37143 16.29888 -5.63990
H -11.27129 18.99505 -4.82161
H -9.87187 17.94214 -4.60747
H -12.89242 17.14905 -4.73058
C -7.11726 20.61925 -0.82729
C -7.73663 19.31837 -1.35141
O -7.04251 18.46610 -0.43805
C -6.59530 19.08017 0.65517
O -5.95997 18.59975 1.64351
O -6.91575 20.43476 0.55982
F -7.43298 19.04802 -2.59762
H -7.79354 21.47356 -0.85723
H -6.22237 20.95806 -1.34929
H -8.80648 19.19704 -1.18169
C -14.03740 24.30897 0.90970
C -13.97406 23.98678 -0.56199
O -13.59768 22.60287 -0.56697
C -13.28072 22.15167 0.73679
O -12.86621 21.03558 1.06092
O -13.47590 23.15541 1.62991
F -13.00073 24.71128 -1.06354
H -15.06437 24.35574 1.27196
H -13.38310 25.16493 1.07508
H -14.92026 24.08567 -1.09399
C -9.59025 18.43410 5.56883
C -8.10996 18.76203 5.43909
O -7.57435 17.98839 6.46085
C -8.55663 17.46596 7.24861
O -8.30517 16.86193 8.30380
O -9.72159 17.86907 6.82615
F -7.76281 20.04882 5.64534
H -9.79661 17.68184 4.80751
H -10.33406 19.21871 5.43021
H -7.73772 18.40885 4.47742
C -9.68708 22.65568 1.96542
C -8.91394 22.04080 3.18251
O -9.71251 22.50884 4.25029
C -10.49867 23.57850 3.81436
O -11.09914 24.32839 4.61770
O -10.36515 23.82162 2.50074
F -7.66673 22.53286 3.32227
H -10.29677 21.87164 1.51636
H -8.92496 22.93126 1.23648
H -8.92484 20.95804 3.05764
C -12.75650 16.00974 7.12227
C -13.00758 14.66354 6.36935
O -12.52786 14.87071 5.04589
C -12.38348 16.10671 4.88856
O -12.00821 16.69033 3.91544
O -12.66158 16.79769 6.01281
F -14.31039 14.39683 6.40123
H -11.80668 15.90566 7.64677
H -13.57868 16.25586 7.79425
H -12.57433 13.80854 6.88837
*
```

***

no.,largest force on an atom (eV Å⁻¹)
1,7.22
2,2.72
3,5.85